{
  "formula": "C25H28FN7O2",
  "method": "ωB97M-V/def2-TZVPD",
  "lumo_energy_ev": 0.3,
  "smiles": "COCCn1nnnc1[C@@H](c1cc2cccc(C)c2[nH]c1=O)N1CCN(c2ccccc2F)CC1",
  "total_energy_ev": -43622.06322,
  "spin_multiplicity": 1,
  "de_lowest_kcal_mol": 0.4,
  "symbols": ["C", "H", "O", "C", "C", "N", "C", "N", "N", "N", "C", "N", "C", "C", "N", "C", "C", "C", "C", "C", "C", "F", "H", "H", "H", "H", "C", "C", "H", "H", "H", "H", "H", "H", "H", "H", "C", "C", "C", "C", "C", "C", "C", "C", "N", "C", "O", "H", "C", "H", "H", "H", "H", "H", "H", "H", "H", "H", "H", "H", "H", "H", "H"],
  "positions_angstrom": [[-0.077, -4.202, -2.936], [0.851, -4.483, -2.425], [-0.905, -3.396, -2.134], [-1.377, -4.025, -0.962], [-0.342, -4.015, 0.181], [-0.598, -2.991, 1.154], [-0.769, -1.650, 1.048], [-0.990, -1.180, 2.256], [-0.964, -2.220, 3.077], [-0.738, -3.295, 2.450], [-0.671, -0.823, -0.196], [0.582, -0.098, -0.313], [1.031, 0.566, 0.897], [2.149, 1.546, 0.543], [3.239, 0.807, -0.053], [4.530, 1.301, 0.018], [4.820, 2.618, 0.396], [6.119, 3.070, 0.526], [7.189, 2.230, 0.276], [6.941, 0.920, -0.098], [5.642, 0.477, -0.210], [5.460, -0.831, -0.541], [7.744, 0.226, -0.289], [8.204, 2.583, 0.372], [6.294, 4.095, 0.818], [4.010, 3.306, 0.577], [2.803, 0.083, -1.230], [1.675, -0.876, -0.858], [2.063, -1.615, -0.134], [1.334, -1.398, -1.754], [2.421, 0.790, -1.985], [3.629, -0.474, -1.666], [1.758, 2.313, -0.145], [2.495, 2.024, 1.460], [1.424, -0.153, 1.635], [0.192, 1.091, 1.354], [-1.864, 0.103, -0.221], [-1.796, 1.425, -0.479], [-2.958, 2.256, -0.461], [-2.904, 3.633, -0.707], [-4.050, 4.388, -0.654], [-5.271, 3.786, -0.354], [-5.369, 2.432, -0.106], [-4.197, 1.658, -0.163], [-4.226, 0.307, 0.056], [-3.148, -0.539, 0.030], [-3.310, -1.741, 0.192], [-5.116, -0.133, 0.255], [-6.688, 1.795, 0.218], [-7.475, 2.544, 0.229], [-6.948, 1.040, -0.525], [-6.658, 1.319, 1.198], [-6.163, 4.394, -0.313], [-4.013, 5.450, -0.843], [-1.952, 4.087, -0.935], [-0.842, 1.878, -0.705], [-0.753, -1.488, -1.064], [0.662, -3.871, -0.235], [-0.363, -4.954, 0.737], [-2.263, -3.461, -0.652], [-1.671, -5.057, -1.186], [0.166, -3.611, -3.817], [-0.599, -5.115, -3.244]],
  "atomic_forces_ev_per_a": [[0.0189, -0.0147, -0.0269], [0.0094, -0.0051, -0.0152], [-0.0530, 0.1859, -0.0607], [-0.0998, -0.0918, 0.2101], [-0.0332, -0.3907, -0.5447], [-0.1022, 1.4247, 0.3883], [0.3051, -0.8412, 0.2470], [-0.0279, 0.7241, -0.7474], [-0.1617, 0.0135, 0.9503], [0.1718, -1.2581, -0.1191], [-0.1504, 0.0777, -0.1429], [-0.1140, -0.1028, -0.0699], [0.1732, 0.3880, 0.0792], [-0.1492, -0.1507, 0.2375], [-0.1844, -0.2736, 0.1398], [0.3958, 0.0937, 0.0210], [-0.1153, -0.1386, -0.1144], [0.1675, 0.0742, 0.0312], [-0.0385, 0.0503, 0.0179], [-0.1355, -0.0554, -0.0387], [0.1077, -0.0279, -0.0770], [-0.0924, 0.2135, 0.1161], [0.0487, -0.1008, -0.0240], [0.0988, 0.0311, 0.0098], [0.0074, 0.0828, 0.0275], [-0.1118, 0.0309, 0.0108], [-0.0546, -0.3107, -0.2100], [0.2023, 0.1370, -0.2879], [-0.0266, -0.0009, -0.0483], [-0.0079, -0.0213, 0.0139], [0.0186, -0.0672, -0.0039], [-0.0200, 0.0672, 0.0474], [0.0153, 0.0617, 0.0580], [-0.0165, 0.0184, -0.0500], [-0.0896, 0.0996, -0.0473], [0.0557, 0.0021, 0.0531], [0.2024, 0.2875, -0.0943], [-0.0010, -0.5370, 0.0617], [-0.5042, 0.0607, 0.0657], [-0.1276, -0.1139, 0.0441], [0.0912, 0.1379, -0.0405], [0.1156, -0.1752, 0.0112], [-0.0346, 0.0223, -0.0012], [0.3283, 0.6945, -0.1897], [-0.4139, -0.1430, 0.1357], [-0.2472, 0.1187, -0.0468], [0.0020, -0.1322, -0.0480], [0.1897, -0.0432, -0.0328], [0.1312, 0.0310, -0.0258], [-0.0609, -0.0115, 0.0111], [-0.0954, -0.0903, -0.0183], [-0.0807, -0.0759, 0.0749], [-0.1126, 0.0257, 0.0156], [0.0222, 0.0896, -0.0183], [0.1165, 0.0503, -0.0260], [0.1735, 0.0028, -0.0135], [0.0584, 0.0843, 0.1233], [-0.0981, -0.1067, 0.0589], [0.0618, 0.1301, -0.0559], [0.1491, -0.2003, 0.0036], [0.0394, 0.0379, -0.0023], [0.0640, -0.0815, -0.0202], [0.0195, 0.0123, -0.0027]]
}

=====

{
  "formula": "C9H33N8O11",
  "method": "ωB97M-V/def2-TZVPD",
  "lumo_energy_ev": 2.4,
  "total_energy_ev": -44318.82361,
  "spin_multiplicity": 1,
  "de_lowest_kcal_mol": 0.0,
  "total_charge": -1,
  "symbols": ["O", "C", "O", "O", "H", "C", "O", "H", "H", "H", "H", "C", "O", "H", "H", "H", "H", "C", "O", "H", "H", "H", "H", "C", "O", "H", "H", "H", "H", "C", "O", "N", "N", "H", "H", "H", "H", "C", "O", "N", "N", "H", "H", "H", "H", "C", "O", "N", "N", "H", "H", "H", "H", "C", "O", "N", "N", "H", "H", "H", "H"],
  "positions_angstrom": [[4.937, 11.995, 3.082], [5.025, 13.247, 2.497], [4.081, 14.020, 2.681], [6.010, 13.427, 1.723], [5.674, 11.571, 2.610], [5.634, 14.548, 5.463], [6.191, 15.319, 6.531], [5.566, 13.485, 5.710], [4.616, 14.879, 5.232], [6.250, 14.694, 4.579], [5.742, 15.021, 7.327], [9.315, 12.391, 2.071], [8.448, 12.087, 0.991], [9.165, 11.714, 2.921], [10.333, 12.220, 1.719], [9.196, 13.434, 2.369], [7.548, 12.212, 1.324], [6.055, 13.689, -1.729], [5.844, 14.641, -0.695], [6.031, 14.216, -2.681], [7.013, 13.172, -1.625], [5.252, 12.941, -1.717], [5.898, 14.147, 0.147], [5.367, 8.870, 3.311], [6.335, 9.517, 2.466], [5.856, 8.011, 3.776], [5.034, 9.511, 4.129], [4.496, 8.575, 2.729], [6.075, 9.368, 1.555], [2.480, 17.371, 2.186], [1.893, 18.447, 2.235], [2.192, 16.440, 1.217], [3.456, 16.992, 3.054], [1.682, 16.768, 0.421], [2.734, 15.592, 1.168], [3.978, 16.170, 2.790], [3.737, 17.542, 3.840], [6.694, 11.100, 6.478], [5.846, 10.268, 6.769], [7.141, 12.033, 7.389], [7.236, 11.187, 5.228], [7.950, 12.583, 7.158], [6.931, 11.845, 8.351], [7.869, 11.939, 5.031], [6.774, 10.693, 4.487], [7.392, 17.160, 1.860], [7.962, 18.125, 2.358], [7.574, 15.885, 2.313], [6.558, 17.291, 0.778], [8.170, 15.742, 3.104], [7.000, 15.127, 1.965], [6.278, 18.246, 0.654], [6.032, 16.518, 0.404], [1.019, 12.934, 4.298], [-0.156, 12.671, 4.535], [2.054, 12.063, 4.561], [1.405, 14.129, 3.754], [1.721, 11.163, 4.856], [2.864, 12.133, 3.963], [2.373, 14.289, 3.501], [0.768, 14.897, 3.851]],
  "atomic_forces_ev_per_a": [[0.6558, 0.7160, -0.6188], [-0.9758, 0.1439, -0.8516], [0.1356, 0.1915, 0.3917], [0.3769, -0.4680, 0.4929], [-0.1784, -0.7613, 0.5103], [-0.4459, 0.0871, 0.1088], [0.0284, -0.3086, -0.0629], [0.1847, 0.0513, -0.0574], [0.0753, 0.0638, -0.0950], [0.0614, 0.0214, 0.0040], [0.0591, 0.1054, 0.0773], [-0.0248, -0.2291, -0.4220], [0.0667, -0.2892, 0.2653], [-0.1038, 0.0923, 0.0721], [0.0259, 0.1710, 0.0170], [0.1170, 0.0233, 0.1767], [-0.1138, 0.3686, -0.2183], [-0.2425, 0.1432, 0.2850], [0.1121, -0.2436, -0.1663], [0.0146, -0.0115, -0.0312], [0.0321, 0.0606, 0.0103], [0.0684, -0.0208, -0.1503], [-0.1038, 0.1550, 0.0918], [0.2933, -0.2396, 0.0477], [-0.2635, 0.2968, 0.2602], [-0.2325, -0.1561, -0.1140], [0.0789, 0.2626, -0.2007], [-0.0450, -0.1452, 0.1116], [0.1410, 0.0444, -0.0380], [-0.2061, 0.8343, -0.1005], [0.0432, -0.1803, 0.1148], [0.2646, -0.1470, 0.3470], [-0.0154, -0.7235, -0.4326], [-0.0229, -0.0425, -0.0247], [-0.0744, -0.0141, -0.1775], [0.2295, -0.1251, 0.4810], [-0.1017, 0.2552, -0.1262], [-0.5579, -0.3800, 0.0903], [0.2031, 0.1611, -0.0289], [0.0836, -0.1382, -0.4644], [0.3259, 0.1440, 0.6380], [-0.0078, 0.1113, 0.2581], [0.0586, -0.0039, 0.0287], [-0.1190, 0.0073, -0.4039], [0.1157, 0.0978, -0.1183], [0.2643, -0.0220, 0.1030], [-0.1261, -0.0692, -0.0256], [-0.2656, -0.0162, -0.4019], [0.4074, 0.1980, 0.5575], [0.0029, 0.1319, 0.0514], [0.1175, -0.1499, 0.1767], [-0.2788, -0.1052, -0.3218], [-0.0578, 0.0574, -0.1674], [-0.2397, 0.4778, -0.2931], [0.2292, -0.0356, 0.3626], [-0.3611, 0.2800, -0.0865], [0.0912, -0.3426, 0.1544], [0.2199, -0.1992, -0.2228], [0.1788, -0.2143, 0.2073], [-0.1371, 0.0454, 0.1623], [-0.0613, -0.0176, -0.2329]]
}